# 1
A structure of composition C28H51F6IrN5PSi4Te, computed with wB97M-V/def2-TZVPD.

Geometry (Å):
Ir: -1.633 -0.349 0.758
C: -2.568 0.114 -2.586
C: -2.511 1.360 -1.756
C: -2.772 2.582 -2.373
C: -2.840 3.739 -1.628
C: -2.695 3.649 -0.252
C: -2.443 2.419 0.320
N: -2.296 1.285 -0.428
C: -2.329 2.249 1.784
C: -2.422 3.256 2.729
C: -2.225 2.935 4.065
C: -1.901 1.639 4.430
C: -1.824 0.667 3.444
N: -2.103 0.985 2.173
C: -1.412 -0.738 3.642
C: -1.070 -1.219 4.886
C: -0.704 -2.551 5.019
C: -0.776 -3.363 3.911
C: -1.158 -2.841 2.676
C: -1.403 -3.802 1.555
N: -1.393 -1.524 2.523
H: -1.669 -0.006 -3.191
H: -3.417 0.177 -3.268
H: -2.654 -0.771 -1.963
H: -2.925 2.600 -3.444
H: -3.024 4.695 -2.100
H: -2.785 4.530 0.364
H: -2.624 4.277 2.445
H: -2.290 3.707 4.819
H: -1.691 1.407 5.463
H: -1.075 -0.568 5.747
H: -0.402 -2.946 5.979
H: -0.559 -4.421 3.982
H: -0.549 -4.462 1.404
H: -1.624 -3.298 0.623
H: -2.251 -4.437 1.825
F: 0.719 1.713 0.876
P: 1.697 1.587 2.138
F: 0.714 2.375 3.087
F: 1.064 0.150 2.402
F: 2.745 1.300 3.288
F: 2.969 0.641 1.009
F: 2.498 2.851 1.640
N: -7.565 -1.036 -0.173
C: -6.283 -1.799 0.081
C: -5.066 -0.870 0.146
N: -3.827 -1.606 0.369
H: -8.366 -1.672 -0.229
H: -7.530 -0.516 -1.054
H: -7.763 -0.366 0.575
H: -6.190 -2.522 -0.728
H: -6.426 -2.337 1.016
H: -5.184 -0.146 0.956
H: -4.971 -0.305 -0.784
H: -3.647 -2.277 -0.372
H: -3.848 -2.113 1.247
C: 3.619 -3.411 -1.952
Si: 2.911 -2.116 -3.096
C: 4.204 -1.294 -4.162
C: 1.587 -2.850 -4.191
Si: 1.736 -0.474 -1.763
Te: -0.076 -1.785 -0.961
Si: 4.742 0.293 1.265
C: 5.301 -0.192 -0.413
C: 4.516 -1.158 2.375
C: 5.517 1.853 1.839
Si: 1.857 1.761 -2.546
C: 0.974 3.115 -1.630
C: 3.647 2.204 -2.804
C: 1.006 1.374 -4.180
H: 3.884 -4.294 -2.539
H: 2.887 -3.722 -1.203
H: 4.522 -3.085 -1.436
H: 4.607 -2.047 -4.845
H: 5.045 -0.880 -3.607
H: 3.778 -0.501 -4.781
H: 2.062 -3.605 -4.824
H: 1.130 -2.110 -4.850
H: 0.797 -3.339 -3.621
H: 4.781 -1.057 -0.818
H: 6.342 -0.500 -0.243
H: 5.324 0.615 -1.142
H: 3.997 -1.957 1.841
H: 3.976 -0.911 3.287
H: 5.492 -1.556 2.668
H: 5.592 2.567 1.017
H: 6.548 1.603 2.118
H: 5.058 2.324 2.697
H: 1.579 3.501 -0.810
H: 0.026 2.777 -1.224
H: 0.784 3.933 -2.330
H: 4.120 2.502 -1.867
H: 3.702 3.060 -3.482
H: 4.219 1.395 -3.257
H: -0.080 1.400 -4.073
H: 1.279 0.406 -4.606
H: 1.283 2.132 -4.918

Computed properties:
- Total charge: +3
- ⟨S²⟩: 0.753
- Relative energy (zero: lowest compared OMol25 entry of this formula, charge and spin): 0.0 kJ/mol
- LUMO energy (alpha / beta): -7.81 / -7.84 eV
- 2S+1: 2
- HOMO level (alpha / beta): -0.5429 / -0.5431 Eh
- Total energy: -3841.7208 a.u.

# 2
A structure of composition C28H52AlCl4CsF9LiMgN4O17P2S3, computed with wB97M-V/def2-TZVPD.

Geometry (Å):
C: -2.469 -2.621 4.071
C: -1.051 -2.381 4.558
C: -0.521 -0.909 4.909
C: 0.434 -0.104 3.881
C: -0.271 0.366 2.439
C: -0.869 -0.857 1.548
N: -0.877 -0.669 0.052
C: -1.650 -1.849 -0.561
C: -1.604 1.307 2.817
C: -2.425 1.851 1.490
C: -2.218 3.378 0.835
C: -3.059 3.949 -0.451
C: -4.166 3.030 -1.237
C: -4.422 1.503 -0.621
C: -5.535 0.533 -1.383
C: -3.599 0.961 0.694
C: 0.789 1.363 1.706
C: 2.226 1.616 2.384
Cl: 3.546 1.611 1.029
P: 2.242 3.454 3.040
O: 3.818 3.735 3.735
Cl: 1.939 4.815 1.425
N: 2.725 0.785 3.488
C: 1.996 -0.556 3.750
C: 2.693 -0.970 5.214
N: 2.281 -2.265 5.796
C: 3.341 -3.019 6.543
S: 2.554 -1.721 2.470
O: 2.221 -1.368 0.967
O: 4.142 -1.692 2.461
C: 2.219 -3.549 2.613
F: 0.809 -3.976 2.604
F: 3.050 -4.255 3.660
F: 2.777 -4.126 1.324
H: -2.623 -3.471 3.282
H: -3.365 -1.965 4.508
H: -0.424 -3.352 4.744
H: 0.017 -0.960 5.976
H: -1.479 -0.231 5.139
H: 0.486 0.964 4.434
H: -2.007 -0.995 1.868
H: -0.248 -1.817 1.779
H: 0.083 -0.683 -0.367
H: -2.421 -2.331 0.182
H: -2.281 -1.382 -1.450
H: -0.946 -2.720 -0.924
H: -2.424 0.684 3.422
H: -1.294 2.255 3.455
H: -1.440 4.133 1.331
H: -2.846 5.036 -0.831
H: -4.744 3.441 -2.179
H: -5.951 -0.279 -0.651
H: -6.364 1.132 -1.954
H: -4.915 -0.059 -2.214
H: -3.853 -0.138 1.059
H: 0.278 2.439 1.603
H: 1.013 1.062 0.570
H: 4.025 4.730 3.752
H: 3.766 0.668 3.395
H: 2.617 1.329 4.398
H: 2.503 -0.119 6.027
H: 3.858 -0.987 4.995
H: 1.633 -2.846 5.241
H: 2.954 -4.087 6.898
H: 4.206 -3.261 5.757
H: 3.864 -2.407 7.401
Cl: -1.823 -4.981 4.262
C: -1.509 9.202 -5.878
O: -2.458 8.282 -5.373
P: -1.804 6.953 -4.479
O: -1.023 6.494 -5.721
O: -3.276 6.214 -4.478
C: -3.987 6.095 -5.697
O: -1.150 5.624 -3.586
C: 0.249 5.671 -3.378
H: -2.014 10.145 -6.093
H: -0.719 9.382 -5.142
H: -1.073 8.820 -6.806
H: -3.329 6.112 -6.568
H: -4.707 6.914 -5.772
H: -4.537 5.149 -5.694
H: 0.562 6.684 -3.118
H: 0.775 5.329 -4.278
H: 0.503 5.002 -2.548
O: 2.385 -6.119 -2.934
Cl: 2.572 -5.409 -1.683
O: 3.526 -6.126 -0.859
O: 1.305 -5.315 -0.986
O: 3.075 -4.076 -1.955
C: -0.840 -6.774 -8.423
C: -0.851 -6.037 -7.094
O: -1.233 -6.856 -5.995
C: -0.409 -7.990 -5.728
C: 1.031 -7.629 -5.414
H: -1.822 -7.213 -8.628
H: -0.584 -6.089 -9.237
H: -0.110 -7.589 -8.431
H: -1.585 -5.227 -7.151
H: 0.115 -5.563 -6.897
H: -0.470 -8.701 -6.558
H: -0.844 -8.494 -4.859
H: 1.521 -7.136 -6.257
H: 1.605 -8.530 -5.174
H: 1.078 -6.945 -4.561
Mg: -3.795 0.662 -3.118
N: 7.522 6.004 0.497
S: 6.219 5.350 1.081
O: 5.254 4.808 0.130
O: 5.662 5.922 2.301
F: 6.841 3.993 1.662
S: 7.210 7.362 -0.231
O: 8.307 7.848 -1.068
O: 6.526 8.407 0.521
F: 6.131 6.968 -1.338
F: -5.926 -5.382 -1.017
Al: -6.631 -3.921 -0.234
F: -7.477 -4.402 1.281
F: -7.807 -3.147 -1.358
F: -5.316 -2.755 0.156
Cs: 4.836 -0.744 7.173
Li: -5.238 -0.864 1.622
O: 3.504 -2.966 11.264
H: 3.292 -3.569 11.953

Computed properties:
- LUMO energy: -6.49 eV
- HOMO level: -0.2807 Eh
- Total energy: -7681.8260 a.u.